(1)
Molecular formula: C29H33CoIN3O4Si2
Method: DFT, wB97M-V/def2-TZVPD

Calculated values
Multiplicity: 5
Orbital gap (alpha / beta) in eV: 4.17 / 4.68
Charge: -2

Positions of all 73 atoms, in Å:
Co  0.416  0.895  -0.604
C  -1.527  -0.142  3.310
Si  -0.041  -0.511  2.220
C  -0.504  -1.934  1.073
C  1.377  -1.087  3.310
N  0.404  0.858  1.256
C  0.804  2.090  1.665
C  0.931  2.480  3.020
C  1.345  3.753  3.406
C  1.648  4.686  2.435
C  1.535  4.340  1.087
C  1.121  3.064  0.650
N  0.993  2.670  -0.642
Si  1.274  3.537  -2.112
C  -0.333  3.476  -3.127
C  2.538  2.544  -3.128
C  1.849  5.307  -2.088
H  -1.852  -1.051  3.826
H  -2.365  0.223  2.708
H  -1.298  0.610  4.070
H  -0.791  -2.815  1.654
H  0.341  -2.204  0.433
H  -1.347  -1.655  0.433
H  1.105  -2.013  3.826
H  1.634  -0.343  4.070
H  2.269  -1.284  2.708
H  0.703  1.778  3.811
H  1.424  3.997  4.456
H  1.972  5.682  2.706
H  1.785  5.108  0.375
H  -0.659  2.441  -3.266
H  -0.175  3.927  -4.111
H  -1.126  4.029  -2.614
H  2.194  1.515  -3.266
H  3.504  2.525  -2.615
H  2.674  3.002  -4.112
H  1.125  5.962  -1.593
H  1.968  5.677  -3.111
H  2.819  5.412  -1.594
I  2.947  1.012  -0.604
C  3.093  -0.811  -0.604
C  4.345  -1.382  -0.604
C  4.478  -2.782  -0.604
C  3.343  -3.587  -0.604
C  2.068  -3.025  -0.604
C  0.843  -3.862  -0.604
C  -0.371  -3.312  -0.604
C  -0.500  -1.816  -0.604
C  0.914  -1.018  -0.604
C  1.938  -1.622  -0.604
H  5.237  -0.762  -0.604
H  5.462  -3.230  -0.604
H  3.452  -4.670  -0.604
H  0.941  -4.953  -0.604
H  -1.257  -3.938  -0.604
H  -1.514  -1.384  -0.604
O  -2.216  0.247  -2.500
C  -2.026  -0.351  -1.396
O  -1.049  -0.170  -0.604
C  -3.063  -1.381  -0.983
C  -2.931  -2.090  0.224
C  -3.881  -3.038  0.610
C  -4.981  -3.283  -0.221
C  -5.135  -2.590  -1.427
C  -4.177  -1.645  -1.800
N  -5.982  -4.277  0.177
O  -5.816  -4.873  1.253
O  -6.945  -4.470  -0.581
H  -2.070  -1.889  0.862
H  -3.744  -3.565  1.550
H  -5.982  -2.767  -2.085
H  -4.285  -1.098  -2.737
H  -0.874  1.832  -0.604

(2)
Molecular formula: C29H33FN3O4SeTi
Method: DFT, wB97M-V/def2-TZVPD

Calculated values
Multiplicity: 2
Orbital gap (alpha / beta) in eV: 6.25 / 6.32
ΔE to the lowest compared entry with this formula, charge and spin in eV: 0.000
Charge: +2

Positions of all 72 atoms, in Å:
Ti  -0.990  0.071  1.697
O  -1.511  3.524  4.123
C  -1.564  2.661  3.168
O  -0.628  1.876  2.876
C  -2.860  2.471  2.459
C  -4.013  3.271  2.458
C  -5.120  2.888  1.749
C  -5.064  1.683  1.020
C  -3.878  0.923  1.065
N  -2.818  1.376  1.750
C  -3.572  -0.386  0.352
O  -4.396  -0.962  -0.439
O  -2.438  -0.840  0.541
H  -0.672  3.525  4.616
H  -3.995  4.169  3.120
H  -6.016  3.431  1.739
H  -5.902  1.265  0.496
H  -5.207  -0.469  -0.581
C  3.412  3.312  -1.021
C  3.435  2.268  -2.147
C  2.366  2.615  -3.173
C  1.037  2.077  -2.695
N  1.032  0.605  -2.574
C  0.982  -0.100  -1.438
Se  1.030  0.632  0.284
N  0.977  -1.399  -1.744
C  1.122  -2.502  -0.791
C  2.509  -2.567  -0.173
C  3.653  -2.672  -1.181
C  3.885  -4.041  -1.735
C  0.965  -1.551  -3.124
C  0.992  -2.661  -3.940
C  1.080  -2.437  -5.296
C  1.240  -1.130  -5.851
C  1.246  -0.040  -5.003
C  1.047  -0.278  -3.634
H  3.904  2.964  -0.148
H  2.351  3.471  -0.760
H  3.925  4.200  -1.375
H  3.232  1.241  -1.762
H  4.399  2.241  -2.631
H  2.566  2.305  -4.193
H  2.219  3.703  -3.231
H  0.182  2.350  -3.317
H  0.870  2.376  -1.665
H  0.842  -3.413  -1.342
H  0.348  -2.407  -0.061
H  2.426  -3.490  0.464
H  2.596  -1.719  0.502
H  4.561  -2.322  -0.682
H  3.473  -1.971  -2.040
H  4.039  -4.774  -0.955
H  4.731  -4.097  -2.392
H  3.024  -4.419  -2.267
H  0.947  -3.662  -3.539
H  1.102  -3.313  -5.951
H  1.424  -1.054  -6.904
H  1.379  0.942  -5.415
F  -3.968  0.612  6.459
C  -3.077  0.079  5.616
C  -3.504  -0.879  4.749
C  -2.638  -1.435  3.847
C  -1.299  -1.022  3.837
C  -0.322  -1.526  2.845
C  -0.866  -0.074  4.786
C  -1.768  0.469  5.696
H  -4.525  -1.238  4.806
H  -2.884  -2.301  3.259
H  -0.541  -2.512  2.455
H  0.736  -1.368  3.085
H  0.146  0.265  4.812
H  -1.393  1.168  6.440

(3)
Molecular formula: C29H34BF3O3
Method: DFT, wB97M-V/def2-TZVPD

Calculated values
Orbital gap in eV: 3.94
ΔE to the lowest compared entry with this formula, charge and spin in eV: 4.928

Positions of all 70 atoms, in Å:
C  2.452  0.267  -3.520
O  2.231  0.019  -2.127
C  0.942  -0.328  -1.640
C  -0.210  0.112  -2.516
C  -0.916  -0.906  -3.168
C  -2.083  -0.616  -3.856
C  -2.538  0.701  -3.955
C  -3.861  0.980  -4.602
C  -1.731  1.728  -3.448
C  -0.572  1.446  -2.721
H  2.660  1.336  -3.640
H  3.327  -0.326  -3.791
H  1.593  -0.026  -4.154
H  0.938  -1.429  -1.622
H  -0.572  -1.937  -3.078
H  -2.680  -1.418  -4.295
H  -4.007  2.053  -4.728
H  -3.927  0.494  -5.578
H  -4.671  0.585  -3.982
H  -2.058  2.762  -3.592
H  0.027  2.246  -2.284
C  4.279  1.424  1.901
C  3.685  1.046  0.564
C  4.756  1.120  -0.501
C  3.244  -0.452  0.632
O  1.861  -0.687  0.654
B  1.080  0.190  -0.207
C  -0.490  -0.196  0.229
C  -0.856  -1.538  0.343
C  -2.178  -1.911  0.126
C  -3.104  -0.903  -0.145
C  -4.461  -1.281  -0.639
F  -5.127  -0.220  -1.196
F  -4.407  -2.242  -1.617
F  -5.255  -1.774  0.358
C  -2.789  0.442  0.006
C  -1.461  0.783  0.231
C  -0.449  0.785  3.347
C  0.857  1.421  3.615
C  -0.768  -0.547  3.598
C  -2.145  -0.925  3.631
C  -2.523  -2.203  3.975
C  -1.551  -3.171  4.276
C  -0.186  -2.843  4.206
C  0.215  -1.571  3.824
O  1.264  1.587  -0.028
C  2.570  2.082  0.209
H  3.521  1.358  2.692
H  5.106  0.750  2.145
H  4.662  2.449  1.860
H  4.322  0.848  -1.469
H  5.183  2.126  -0.552
H  5.557  0.415  -0.253
H  3.677  -1.009  -0.224
H  3.635  -0.926  1.548
H  -0.097  -2.300  0.470
H  -2.466  -2.964  0.096
H  -3.551  1.210  -0.140
H  -1.179  1.835  0.288
H  -1.227  1.449  2.979
H  1.160  2.055  2.772
H  0.812  2.080  4.498
H  1.649  0.688  3.808
H  -2.885  -0.156  3.378
H  -3.588  -2.453  4.021
H  -1.858  -4.179  4.558
H  0.570  -3.591  4.449
H  1.270  -1.334  3.666
H  2.468  2.839  1.012
H  2.852  2.651  -0.697

(4)
Molecular formula: C29H34BaCl3FI2N4O3
Method: DFT, wB97M-V/def2-TZVPD

Calculated values
Orbital gap in eV: 7.73
ΔE to the lowest compared entry with this formula, charge and spin in eV: 2.538
Charge: +2

Positions of all 77 atoms, in Å:
Ba  -0.568  -0.508  -0.234
C  -2.447  -1.456  5.093
C  -2.198  -1.538  3.580
C  -3.503  -1.850  2.852
C  -1.539  -0.247  3.149
C  -2.241  0.816  2.586
C  -1.613  2.027  2.331
C  -0.259  2.208  2.581
C  0.426  3.499  2.252
C  0.442  1.152  3.157
C  -0.192  -0.041  3.453
H  -2.915  -2.370  5.450
H  -3.104  -0.619  5.318
H  -1.516  -1.312  5.635
H  -1.490  -2.357  3.388
H  -4.278  -1.137  3.121
H  -3.852  -2.835  3.149
H  -3.364  -1.848  1.768
H  -3.305  0.739  2.417
H  -2.204  2.862  1.985
H  -0.301  4.291  2.089
H  1.029  3.390  1.348
H  1.096  3.796  3.055
H  1.479  1.286  3.427
H  0.351  -0.813  3.982
I  -2.016  2.562  -1.234
C  -0.321  2.572  -2.533
I  1.444  1.866  -1.542
H  -0.138  3.587  -2.875
H  -0.535  1.890  -3.348
C  1.117  -4.196  -7.042
C  1.039  -4.881  -5.680
N  1.248  -3.947  -4.581
C  0.157  -3.340  -4.042
C  0.225  -2.493  -2.991
C  -0.868  -1.747  -2.262
O  -0.970  -0.533  -2.507
O  -1.381  -2.317  -1.293
C  1.470  -2.209  -2.338
O  1.550  -1.505  -1.318
C  2.630  -2.794  -2.986
C  3.901  -2.509  -2.485
C  5.017  -3.061  -3.045
F  6.208  -2.780  -2.477
C  4.937  -3.911  -4.164
C  3.672  -4.167  -4.678
C  2.500  -3.654  -4.100
N  6.060  -4.454  -4.788
C  7.401  -3.997  -4.462
C  8.372  -4.522  -5.532
N  7.606  -4.718  -6.788
C  6.656  -5.859  -6.658
C  6.079  -5.832  -5.231
H  0.941  -4.921  -7.831
H  2.086  -3.728  -7.198
H  0.356  -3.425  -7.121
H  1.771  -5.687  -5.602
H  0.051  -5.329  -5.558
H  -0.790  -3.576  -4.505
H  3.988  -1.855  -1.633
H  3.606  -4.780  -5.562
H  7.737  -4.347  -3.478
H  7.418  -2.905  -4.456
H  8.825  -5.475  -5.250
H  9.177  -3.805  -5.691
H  8.222  -4.854  -7.596
H  7.057  -3.861  -6.937
H  7.180  -6.796  -6.848
H  5.872  -5.743  -7.408
H  6.703  -6.435  -4.559
H  5.083  -6.266  -5.210
Cl  3.791  -3.981  1.805
C  2.767  -2.939  2.822
Cl  3.768  -1.713  3.652
Cl  1.873  -3.924  4.023
C  1.789  -2.270  2.008
N  0.978  -1.728  1.415

(5)
Molecular formula: C29H34BrN4OPtSi
Method: DFT, wB97M-V/def2-TZVPD

Calculated values
Orbital gap in eV: 7.81
Charge: +1

Positions of all 71 atoms, in Å:
Pt  0.868  -0.715  0.425
O  -0.667  -2.602  6.340
C  -0.208  -2.119  5.182
C  0.577  -0.969  5.081
C  0.979  -0.548  3.833
N  0.657  -1.188  2.703
C  -0.067  -2.298  2.828
Br  -0.456  -3.185  1.201
C  -0.532  -2.810  4.016
H  -0.378  -2.062  7.086
H  0.869  -0.415  5.963
H  1.591  0.338  3.721
H  -1.122  -3.714  4.048
C  0.786  -0.691  -1.629
Si  -0.816  0.180  -2.058
C  -0.972  1.557  -0.759
N  -0.664  1.048  0.599
C  -1.890  0.519  1.285
C  -2.237  1.287  2.556
C  -2.231  2.784  2.264
C  -0.828  3.239  1.819
C  0.047  2.049  1.413
C  -2.307  -0.946  -1.944
C  -3.597  -0.411  -2.019
C  -4.714  -1.229  -1.958
C  -4.563  -2.604  -1.829
C  -3.292  -3.155  -1.766
C  -2.176  -2.330  -1.823
C  -0.728  0.986  -3.752
C  -1.433  0.459  -4.837
C  -1.282  0.987  -6.112
C  -0.423  2.055  -6.323
C  0.283  2.596  -5.257
C  0.132  2.063  -3.987
H  1.633  -0.159  -2.069
H  0.831  -1.725  -1.980
H  -1.967  2.015  -0.792
H  -0.254  2.340  -1.016
H  -1.786  -0.543  1.501
H  -2.728  0.608  0.590
H  -1.531  1.052  3.359
H  -3.221  0.961  2.895
H  -2.561  3.350  3.135
H  -2.956  2.979  1.470
H  -0.318  3.761  2.631
H  -0.907  3.945  0.991
H  0.431  1.548  2.301
H  0.910  2.389  0.842
H  -3.729  0.660  -2.136
H  -5.706  -0.798  -2.017
H  -5.434  -3.245  -1.789
H  -3.169  -4.227  -1.682
H  -1.188  -2.774  -1.786
H  -2.113  -0.371  -4.681
H  -1.836  0.567  -6.941
H  -0.301  2.467  -7.317
H  0.950  3.434  -5.417
H  0.694  2.496  -3.165
N  7.205  -0.877  0.399
C  5.864  -0.751  0.478
C  5.137  -0.002  -0.463
C  3.775  0.096  -0.340
N  3.073  -0.482  0.647
C  3.762  -1.206  1.541
C  5.125  -1.360  1.505
H  7.726  -0.440  -0.338
H  7.715  -1.400  1.087
H  5.646  0.492  -1.280
H  3.209  0.682  -1.050
H  3.188  -1.680  2.325
H  5.625  -1.957  2.256

(6)
Molecular formula: C29H34Cl2N5O6PSV
Method: DFT, wB97M-V/def2-TZVPD

Calculated values
Multiplicity: 2
Orbital gap (alpha / beta) in eV: 5.33 / 5.22

Positions of all 79 atoms, in Å:
V  0.269  0.190  0.282
O  0.593  2.268  0.132
C  0.482  3.031  -1.014
C  0.658  4.405  -0.911
C  0.571  5.237  -2.016
C  0.292  4.685  -3.263
C  0.135  3.324  -3.386
C  0.232  2.448  -2.281
C  0.126  1.050  -2.527
N  0.188  0.086  -1.610
N  0.259  -1.184  -2.118
C  0.274  -2.077  -1.169
O  -0.006  -1.758  0.068
C  0.632  -3.461  -1.527
C  0.627  -3.881  -2.859
C  1.051  -5.156  -3.189
C  1.499  -6.023  -2.199
C  1.509  -5.610  -0.875
C  1.076  -4.337  -0.538
H  0.906  4.821  0.059
H  0.734  6.300  -1.905
H  0.210  5.321  -4.134
H  -0.070  2.895  -4.359
H  0.056  0.739  -3.566
H  0.305  -3.187  -3.621
H  1.049  -5.473  -4.223
H  1.845  -7.014  -2.459
H  1.873  -6.274  -0.103
H  1.111  -3.992  0.487
Cl  5.166  -0.140  0.570
C  4.026  -0.041  1.861
C  4.478  -0.034  3.181
C  3.595  0.021  4.230
Cl  4.203  0.025  5.855
C  2.205  0.066  4.007
C  1.211  0.087  5.008
C  -0.107  0.064  4.630
C  -0.448  0.067  3.272
N  0.456  0.110  2.307
C  1.766  0.080  2.662
C  2.667  0.012  1.550
O  2.159  -0.021  0.365
H  5.540  -0.080  3.376
H  1.496  0.103  6.051
H  -0.897  0.045  5.368
H  -1.489  0.060  2.975
N  -0.811  3.725  1.834
C  -1.860  2.906  2.446
P  -2.683  1.638  1.361
O  -3.587  0.825  2.213
O  -1.711  0.845  0.491
C  -3.687  2.644  0.172
N  -4.020  1.694  -0.893
H  -0.345  4.278  2.545
H  -1.208  4.372  1.162
H  0.239  2.814  0.891
H  -2.687  3.493  2.864
H  -1.421  2.354  3.277
H  -3.183  3.543  -0.200
H  -4.599  2.938  0.691
H  -3.224  1.591  -1.516
H  -4.827  1.986  -1.429
H  -4.139  -0.095  -0.352
C  -2.934  -2.516  -2.815
C  -2.826  -2.999  -1.376
S  -2.530  -1.565  -0.294
O  -4.063  -1.097  -0.368
C  -2.519  -2.329  1.366
C  -2.521  -3.844  1.436
H  -2.992  -3.372  -3.486
H  -2.057  -1.923  -3.077
H  -3.830  -1.911  -2.955
H  -1.994  -3.690  -1.263
H  -3.761  -3.445  -1.043
H  -3.383  -1.884  1.857
H  -1.606  -1.942  1.809
H  -3.432  -4.282  1.033
H  -2.455  -4.132  2.485
H  -1.657  -4.259  0.919